Computed, not measured: 8 unconnected molecules or ions with the total composition C40H42F32O9S3, with ωB97M-V with the def2-TZVPD basis set.

Each line ends with the Mulliken charge.
Element x y z (Å)
C  8.81217  -0.70719  -1.78313  -0.912
C  9.77823  -1.85700  -1.53210  1.119
C  10.47379  -1.76439  -0.18525  0.247
F  11.30669  -2.83653  -0.03739  -0.288
F  11.08750  -0.60889  0.09395  -0.257
F  9.16361  -3.05260  -1.64171  -0.286
F  10.67554  -1.81920  -2.56053  -0.330
O  8.08324  -0.46059  -0.58166  -0.424
C  6.79978  -0.14619  -0.74120  0.806
C  6.20831  0.11027  0.63122  0.455
F  6.77419  1.13610  1.29516  -0.284
F  4.88465  0.33627  0.55149  -0.171
F  6.71600  0.95493  -1.55004  -0.294
F  6.15671  -1.08816  -1.44914  -0.219
H  8.24826  -0.90309  -2.69080  0.414
H  9.43365  0.18439  -1.88533  0.316
H  9.73661  -1.93469  0.60477  0.162
H  6.35928  -0.77566  1.25565  0.003
C  5.87677  -5.72958  2.38613  -1.175
C  4.63801  -5.20061  1.69538  1.117
C  4.99474  -4.35365  0.45767  0.237
F  5.76943  -3.28060  0.66186  -0.181
F  5.66133  -5.19222  -0.39409  -0.298
F  3.87818  -6.24634  1.29613  -0.353
F  3.85835  -4.42358  2.47994  -0.315
O  5.47354  -6.63210  3.39741  -0.310
C  6.38890  -6.82627  4.38292  0.987
C  5.97575  -8.04844  5.19850  0.115
F  4.72695  -7.97316  5.68507  -0.240
F  6.09898  -9.15581  4.43317  -0.248
F  7.62184  -7.01638  3.87219  -0.289
F  6.45704  -5.74270  5.19151  -0.292
H  6.33660  -4.82768  2.80441  0.410
H  6.54329  -6.16053  1.64318  0.417
H  4.06663  -4.09052  -0.05694  0.087
H  6.63992  -8.18333  6.05710  0.276
C  -1.28050  -0.04260  -1.45916  -1.168
C  -2.72076  -0.39757  -1.18074  0.902
C  -3.12518  -0.30830  0.28073  0.103
F  -2.43730  -1.16075  1.05966  -0.244
F  -2.91297  0.93489  0.83275  -0.279
F  -3.43520  0.50525  -1.89481  -0.237
F  -3.04123  -1.64549  -1.58627  -0.292
O  -0.39198  -1.06467  -0.97979  -0.338
C  0.89039  -0.92194  -1.35519  0.971
C  1.76696  -1.44743  -0.21269  0.750
F  3.06432  -1.68156  -0.42024  -0.077
F  1.62968  -0.66807  0.89284  -0.308
F  1.10151  -1.45802  -2.56160  -0.291
F  1.23531  0.40846  -1.46398  -0.341
H  -0.97372  0.92765  -1.07869  0.453
H  -1.14910  -0.07315  -2.54566  0.479
H  -4.20298  -0.38624  0.44408  0.289
H  1.25495  -2.36684  0.08581  -0.362
C  -8.03943  -0.51166  5.06578  -0.936
C  -7.28879  -0.29808  3.75784  1.072
C  -6.33037  -1.40857  3.36584  -0.008
F  -5.52525  -1.03906  2.34089  -0.201
F  -5.57940  -1.83243  4.40639  -0.251
F  -8.23459  -0.19112  2.78026  -0.323
F  -6.63608  0.87938  3.74979  -0.303
O  -7.31581  0.13249  6.09280  -0.327
C  -7.94694  0.24640  7.29363  0.871
C  -6.88724  0.82079  8.23242  0.254
F  -7.35667  1.07369  9.46874  -0.261
F  -5.83848  -0.03157  8.31377  -0.239
F  -8.96635  1.13392  7.18158  -0.296
F  -8.44829  -0.93066  7.70308  -0.289
H  -8.22750  -1.56975  5.27254  0.322
H  -9.05291  -0.11472  4.96033  0.453
H  -6.85936  -2.29511  3.00121  0.234
H  -6.47488  1.75432  7.84542  0.205
C  0.69218  -6.84264  -0.37761  -1.154
S  0.34262  -5.07801  -0.33392  0.746
O  1.06100  -4.52373  -1.51929  -0.621
C  -1.47201  -5.03099  -0.42076  -0.728
H  1.61892  -7.13579  -0.86670  0.348
H  -0.12703  -7.37186  -0.86863  0.370
H  0.82332  -7.24990  0.62795  0.365
H  -1.78948  -5.46020  0.52318  0.405
H  -1.80634  -5.37134  -1.40187  0.354
H  -1.70106  -3.96329  -0.47496  -0.061
C  5.19704  2.71520  -3.39869  -1.208
S  3.60303  2.29596  -2.64744  0.765
O  2.89415  3.42488  -1.99788  -0.680
C  2.72869  1.74700  -4.12272  -1.018
H  4.92447  3.45238  -4.16572  0.469
H  5.71613  1.82820  -3.73369  0.309
H  5.75551  3.37138  -2.73284  0.352
H  3.11782  0.73146  -4.26523  0.314
H  3.03065  2.29673  -5.01708  0.394
H  1.65301  1.62276  -4.06460  0.282
C  -6.42328  0.98531  -6.10595  -0.972
S  -6.16675  2.49797  -5.14484  0.611
O  -7.34333  3.31629  -5.54147  -0.652
C  -6.41838  1.76518  -3.51677  -0.632
H  -5.78593  0.15104  -5.81645  0.341
H  -6.31417  1.23817  -7.15670  0.317
H  -7.46275  0.71520  -5.91238  0.292
H  -6.27800  2.56280  -2.78615  0.214
H  -5.60582  1.05724  -3.34876  0.067
H  -7.39759  1.31427  -3.36325  0.444
C  -0.32619  5.82648  0.69675  -0.684
C  -0.70122  4.53444  0.32776  -0.401
C  -1.73046  4.34939  -0.57183  -0.223
C  -2.39396  5.43329  -1.13125  0.022
C  -2.04131  6.71599  -0.72530  0.474
C  -0.98107  6.91729  0.15429  -0.655
C  -2.64286  7.94830  -1.32845  0.369
O  -2.17162  9.04424  -1.14151  -0.639
C  -3.82908  7.72617  -2.20217  0.468
C  -4.59806  8.82231  -2.58660  -0.732
C  -5.78367  8.64749  -3.27510  -0.425
C  -6.27823  7.37101  -3.51795  -0.712
C  -5.50762  6.28927  -3.13918  -0.237
C  -4.27635  6.44283  -2.51572  0.332
C  -3.50548  5.23312  -2.08573  0.174
O  -3.94851  4.13231  -2.34706  -0.600
H  0.47554  5.96218  1.41018  0.406
H  -0.19424  3.70609  0.80440  0.485
H  -2.05620  3.35483  -0.85065  0.593
H  -0.73636  7.91066  0.50111  0.438
H  -4.25149  9.84067  -2.47046  0.422
H  -6.36532  9.52212  -3.53742  0.379
H  -7.22350  7.24274  -4.02569  0.454
H  -5.96763  5.30896  -3.16613  0.269

Properties
energy relative to the best compared isomer or geometry (same formula, charge and spin)	0.0	kcal/mol
charge	0
E_LUMO	-0.77	eV
HOMO level	-8.37	eV

***

Computed, not measured: a molecular structure, C40H42NO3P2PtS4, with ωB97M-V with the def2-TZVPD basis set.

Each line ends with the Mulliken spin population.
Element x y z (Å)
Pt  -0.46875  0.14907  1.08368  0.960
C  -0.79839  -2.01443  3.87488  0.006
C  0.71884  -1.86816  3.92810  0.016
S  1.45535  -0.97606  2.51173  0.313
C  2.24956  0.58665  3.17689  0.012
C  1.31746  1.63626  3.65801  -0.002
S  -0.12893  2.04650  2.59561  0.152
C  -1.47878  1.96810  3.89493  -0.004
C  -1.84942  0.60446  4.34566  0.001
S  -1.71838  -0.66585  3.06002  0.293
H  -1.10689  -2.91706  3.33709  -0.001
H  -1.16651  -2.03716  4.89475  0.006
H  1.07591  -1.31917  4.80553  0.006
H  1.23297  -2.82991  3.93393  -0.003
H  2.91064  0.24518  3.96463  0.010
H  2.81034  0.87607  2.29822  -0.005
H  0.93861  1.28826  4.66185  0.001
H  1.79960  2.65387  3.79625  0.001
H  -1.03227  2.54646  4.71577  0.001
H  -2.31063  2.54989  3.47221  0.004
H  -1.36897  0.25028  5.26997  0.004
H  -2.94023  0.52378  4.52827  0.008
C  -1.52479  -0.36751  -2.55019  0.021
C  -1.88706  1.07736  -2.20437  0.076
P  -1.32005  1.66851  -0.56729  0.316
C  -2.74214  2.42193  0.28231  0.247
C  -3.94003  1.70764  0.31126  0.042
C  -5.03719  2.30950  0.95126  0.020
C  -4.90801  3.52313  1.62545  0.194
C  -3.66865  4.14701  1.71110  0.038
C  -2.60525  3.60631  0.95194  0.047
C  -0.36531  3.08589  -1.14218  -0.011
C  1.01964  3.24118  -0.93981  -0.007
C  1.72133  4.35579  -1.48329  0.016
C  1.03990  5.35769  -2.14148  0.005
C  -0.37109  5.28670  -2.24916  0.005
C  -1.05378  4.11512  -1.79816  0.021
C  -2.04446  -1.39866  -1.56308  0.011
P  -0.86841  -1.87334  -0.21754  0.064
C  0.37500  -2.79770  -1.17230  0.022
C  0.25593  -3.00469  -2.55450  0.003
C  1.35206  -3.50249  -3.23935  0.001
C  2.52707  -3.81591  -2.59314  0.007
C  2.55046  -3.82710  -1.20333  -0.004
C  1.47766  -3.28410  -0.49343  0.022
C  -1.76182  -3.29489  0.52367  0.021
C  -2.92744  -3.06674  1.28682  0.009
C  -3.52556  -4.13548  1.97377  -0.006
C  -3.03508  -5.45779  1.83937  0.009
C  -2.02691  -5.68686  0.94527  -0.003
C  -1.37908  -4.63559  0.31213  0.012
H  -0.43921  -0.43087  -2.72772  0.006
H  -1.87825  -0.62894  -3.58133  0.002
H  -2.97733  1.29797  -2.39236  -0.008
H  -1.32152  1.69889  -2.91194  0.007
H  -4.06491  0.72759  -0.14010  0.003
H  -5.96740  1.73279  0.96410  0.001
H  -5.77539  3.96367  2.07036  -0.004
H  -3.55553  5.06557  2.28667  0.000
H  -1.62992  4.07107  1.04322  -0.015
H  1.57586  2.58031  -0.27886  0.008
H  2.79652  4.41405  -1.32559  0.000
H  1.58796  6.18960  -2.54221  0.000
H  -0.98396  6.09809  -2.59581  0.001
H  -2.14335  4.04749  -1.90679  -0.001
H  -2.38212  -2.28761  -2.08415  0.004
H  -2.95501  -1.05641  -1.05353  0.001
H  -0.72815  -2.90720  -2.99411  0.000
H  1.26378  -3.63250  -4.31227  0.000
H  3.42313  -4.04389  -3.16744  0.000
H  3.34384  -4.31096  -0.63496  0.000
H  1.48718  -3.23691  0.58592  0.005
H  -3.38477  -2.06642  1.26002  0.003
H  -4.31405  -3.91918  2.67110  -0.001
H  -3.53544  -6.23309  2.40876  0.000
H  -1.72994  -6.71442  0.70390  0.000
H  -0.52679  -4.83144  -0.38931  0.003
O  3.72847  1.28444  -0.01297  0.001
S  3.30403  0.16982  -0.80779  0.006
O  3.48114  -1.15017  -0.23964  0.001
N  1.89381  0.42498  -1.68658  0.091
C  2.19822  0.59092  -2.99213  0.048
O  1.51582  0.89032  -3.98067  0.836
C  3.59326  0.40337  -3.24788  0.023
C  4.18775  0.55720  -4.49476  -0.001
C  5.55316  0.41806  -4.54209  -0.003
C  6.32894  0.18457  -3.40646  -0.006
C  5.77006  0.17822  -2.15774  0.003
C  4.39734  0.17989  -2.14780  0.008
H  3.57570  0.66058  -5.35745  0.002
H  6.02310  0.43926  -5.49702  0.001
H  7.40828  0.10460  -3.55309  0.000
H  6.38760  0.02477  -1.24115  0.001

Properties
charge	+3
spin multiplicity	5
E_LUMO (spin up / spin down)	-7.70 / -12.72	eV
HOMO level (spin up / spin down)	-14.48 / -15.82	eV